DFT (ωB97M-V/def2-TZVPD) results for C50H44As2IrN4O5S as an isolated structure.

Geometry (Å):
1 Ir 1.0082 0.1707 0.4514
2 C -2.3684 1.5657 0.4479
3 C -2.6083 0.2196 1.1019
4 As -2.8850 0.5510 3.0075
5 C -4.4693 1.6052 3.1840
6 C -4.3871 2.9740 3.4201
7 C -5.5501 3.7265 3.5051
8 C -6.7841 3.1109 3.3631
9 C -6.8664 1.7417 3.1473
10 C -5.7118 0.9819 3.0628
11 C -3.2270 -1.1274 3.8459
12 C -3.6344 -1.1402 5.1791
13 C -3.9005 -2.3503 5.7994
14 C -3.7544 -3.5383 5.0964
15 C -3.3417 -3.5248 3.7720
16 C -3.0703 -2.3198 3.1423
17 As -1.2659 2.6080 1.6843
18 C 0.6027 2.2810 1.2106
19 C 1.0679 2.7143 -0.0586
20 C 2.4100 3.0306 -0.2525
21 C 3.3190 2.8775 0.7859
22 C 2.9106 2.3336 1.9951
23 C 1.5669 2.0139 2.2129
24 C -1.4214 4.4404 1.1397
25 C -0.7067 5.4028 1.8483
26 C -0.8058 6.7357 1.4858
27 C -1.6203 7.1078 0.4254
28 C -2.3339 6.1508 -0.2784
29 C -2.2384 4.8121 0.0754
30 H -3.3078 2.1202 0.3834
31 H -1.9221 1.5010 -0.5471
32 H -1.7437 -0.4463 1.0244
33 H -3.4744 -0.3053 0.6902
34 H -3.4270 3.4552 3.5649
35 H -5.4897 4.7890 3.6938
36 H -7.6894 3.6984 3.4333
37 H -7.8332 1.2668 3.0519
38 H -5.7827 -0.0888 2.9105
39 H -3.7541 -0.2157 5.7323
40 H -4.2232 -2.3650 6.8310
41 H -3.9673 -4.4802 5.5826
42 H -3.2394 -4.4547 3.2292
43 H -2.7596 -2.3162 2.1056
44 H 0.3514 2.9034 -0.8500
45 H 2.7247 3.3940 -1.2212
46 H 4.3518 3.1669 0.6464
47 H 3.6218 2.1749 2.7947
48 H 1.2481 1.6848 3.1956
49 H -0.0735 5.1220 2.6833
50 H -0.2528 7.4859 2.0335
51 H -1.6974 8.1499 0.1473
52 H -2.9633 6.4436 -1.1072
53 H -2.7899 4.0750 -0.4933
54 N -1.0324 -2.6926 -7.4014
55 C -0.6960 -1.9492 -6.3225
56 C -1.5453 -0.9254 -5.8632
57 C -1.2064 -0.1816 -4.7585
58 C -0.0073 -0.4361 -4.0903
59 C 0.8427 -1.4426 -4.5335
60 C 0.5051 -2.1948 -5.6304
61 S 0.3878 0.4854 -2.6929
62 O 1.7933 0.8598 -2.6782
63 O -0.5848 1.5388 -2.5393
64 N 0.3178 -0.5029 -1.3856
65 C -0.4009 -1.6509 -1.1762
66 N -0.0723 -2.1516 0.0313
67 C -0.5794 -3.3364 0.3626
68 C -1.4233 -4.0117 -0.5037
69 C -1.7416 -3.3691 -1.6951
70 N -1.2474 -2.1841 -2.0461
71 H -1.8375 -2.4589 -7.9530
72 H -0.3861 -3.3526 -7.7919
73 H -2.4687 -0.7211 -6.3885
74 H -1.8631 0.6000 -4.4078
75 H 1.7752 -1.6375 -4.0204
76 H 1.1707 -2.9758 -5.9741
77 H -0.2931 -3.7365 1.3281
78 H -1.8251 -4.9837 -0.2639
79 H -2.4286 -3.8260 -2.3982
80 O 3.1610 -0.0236 -0.6074
81 C 3.7404 -1.2853 -0.4778
82 C 2.8289 -2.0572 1.0851
83 O 3.0331 -3.2184 1.1494
84 O 2.2757 -1.1371 1.6807
85 C 5.0312 -1.2684 0.1937
86 C 5.5147 -0.1054 0.8185
87 C 6.7608 -0.1105 1.4071
88 C 7.5301 -1.2707 1.3990
89 C 7.0534 -2.4344 0.8003
90 C 5.8108 -2.4409 0.2089
91 C 3.5892 -2.1422 -1.7012
92 C 4.3850 -1.7347 -2.7750
93 C 4.4183 -2.4798 -3.9419
94 C 3.6510 -3.6317 -4.0500
95 C 2.8349 -4.0178 -2.9990
96 C 2.8024 -3.2814 -1.8202
97 H 2.7577 0.1066 -1.5019
98 H 4.9100 0.7888 0.8022
99 H 7.1497 0.7863 1.8687
100 H 8.5076 -1.2657 1.8613
101 H 7.6611 -3.3281 0.8022
102 H 5.4230 -3.3398 -0.2501
103 H 5.0110 -0.8557 -2.6857
104 H 5.0560 -2.1690 -4.7582
105 H 3.6910 -4.2282 -4.9515
106 H 2.2307 -4.9120 -3.0778
107 H 2.1869 -3.6197 -1.0012

Summary:
E_HOMO (spin up / spin down)	-12.120 / -12.155	eV
lowest unoccupied orbital energy (spin up / spin down)	-4.6 / -7.2	eV
E	-204095.1857	eV
Kohn-Sham gap (spin up / spin down)	7.5 / 5.0	eV
charge	+2
spin multiplicity	6



DFT (ωB97M-V/def2-TZVPD) results for C50H45AsCoFN5O5 as an isolated structure at a distorted geometry.

Geometry (Å):
1 Co -0.6124 1.0521 -0.9150
2 O -0.7313 -0.1979 -2.2306
3 C -0.0692 -0.2810 -3.3253
4 C -0.2247 -1.4324 -4.1392
5 C 0.4321 -1.5647 -5.3302
6 C 1.2921 -0.5604 -5.7887
7 C 1.4754 0.5644 -5.0275
8 C 0.8191 0.7379 -3.7955
9 C 1.0355 1.9259 -3.0463
10 N 0.4626 2.2147 -1.9279
11 C 0.7877 3.4610 -1.2594
12 C 0.6109 3.2165 0.2475
13 N -0.5986 2.4402 0.3297
14 C -1.5723 2.7584 1.1298
15 C -2.9161 2.4015 0.8893
16 C -3.8914 2.4789 1.8983
17 C -5.2142 2.2493 1.6314
18 C -5.6205 1.9687 0.3171
19 C -4.7046 1.8802 -0.6915
20 C -3.3103 2.0624 -0.4574
21 O -2.4882 2.0083 -1.4227
22 H -0.8931 -2.1986 -3.7796
23 H 0.2868 -2.4514 -5.9292
24 H 1.8082 -0.6744 -6.7309
25 H 2.1427 1.3444 -5.3713
26 H 1.7418 2.6442 -3.4738
27 H 0.0712 4.2257 -1.5847
28 H 1.8053 3.7977 -1.4973
29 H 0.5290 4.1583 0.8031
30 H 1.4665 2.6452 0.6229
31 H -1.3623 3.3972 1.9941
32 H -3.5701 2.6864 2.9106
33 H -5.9493 2.2849 2.4212
34 H -6.6700 1.8146 0.1047
35 H -5.0016 1.6704 -1.7127
36 C 1.4561 0.7083 6.2214
37 C 1.7458 -0.5052 5.3386
38 N 1.6456 -0.2065 3.9262
39 C 0.4444 -0.4201 3.3047
40 C 0.2338 -0.2702 1.9762
41 C -1.1659 -0.5657 1.4505
42 O -1.9050 -1.2265 2.1658
43 O -1.5027 -0.1069 0.3096
44 C 1.3370 0.0925 1.1176
45 O 1.2543 0.2407 -0.1423
46 C 2.5875 0.2997 1.7713
47 C 3.7316 0.6336 0.9817
48 C 4.9449 0.8507 1.5671
49 F 6.0330 1.1116 0.7816
50 C 5.0851 0.8450 2.9516
51 C 3.9425 0.5378 3.7580
52 C 2.7308 0.2082 3.1812
53 N 6.3037 1.1175 3.7022
54 C 6.8768 -0.0555 4.4169
55 C 7.7222 0.4968 5.5841
56 N 7.7892 1.9454 5.4368
57 C 8.3804 2.2931 4.1519
58 C 7.4174 1.8161 3.0383
59 H 1.5260 0.4298 7.2703
60 H 0.4522 1.0727 6.0218
61 H 2.1582 1.5154 6.0267
62 H 1.0222 -1.2915 5.5688
63 H 2.7412 -0.9042 5.5526
64 H -0.3708 -0.7473 3.9330
65 H 3.6006 0.6715 -0.0860
66 H 4.0695 0.5896 4.8274
67 H 7.4696 -0.6373 3.7088
68 H 6.0563 -0.6797 4.7690
69 H 8.7195 0.0359 5.5721
70 H 7.2518 0.2750 6.5446
71 H 8.3041 2.3650 6.2009
72 H 6.0318 1.7476 4.4737
73 H 9.3670 1.8254 4.0226
74 H 8.5121 3.3750 4.1076
75 H 7.9066 1.1272 2.3471
76 H 7.0228 2.6519 2.4614
77 C -3.1493 -0.2493 -6.4257
78 C -3.5131 -1.5044 -5.9695
79 C -3.6208 -1.7511 -4.6127
80 C -3.3674 -0.7457 -3.6889
81 C -3.0109 0.5134 -4.1535
82 C -2.8918 0.7571 -5.5109
83 As -3.5747 -1.0006 -1.7359
84 C -2.8902 -2.8132 -1.5511
85 C -1.5983 -3.1557 -1.1959
86 C -1.2630 -4.4845 -0.9869
87 C -2.2264 -5.4735 -1.1189
88 C -3.5267 -5.1415 -1.4540
89 C -3.8710 -3.8114 -1.6677
90 C -5.2062 -3.3170 -1.9891
91 C -6.3191 -4.1032 -2.2653
92 C -7.5257 -3.5044 -2.5763
93 C -7.6297 -2.1238 -2.6138
94 C -6.5207 -1.3352 -2.3482
95 C -5.3040 -1.9178 -2.0386
96 H -3.0652 -0.0574 -7.4866
97 H -3.7343 -2.2930 -6.6751
98 H -3.9044 -2.7418 -4.2779
99 H -2.8110 1.2961 -3.4320
100 H -2.5983 1.7386 -5.8556
101 H -0.8602 -2.3729 -1.0825
102 H -0.2521 -4.7527 -0.7091
103 H -1.9688 -6.5100 -0.9427
104 H -4.2758 -5.9178 -1.5345
105 H -6.2522 -5.1825 -2.2444
106 H -8.3900 -4.1182 -2.7889
107 H -8.5789 -1.6667 -2.8575
108 H -6.6008 -0.2557 -2.3876

Summary:
E_HOMO (spin up / spin down)	-5.594 / -5.771	eV
lowest unoccupied orbital energy (spin up / spin down)	-1.6 / -1.6	eV
E	-171450.1028	eV
Kohn-Sham gap (spin up / spin down)	4.0 / 4.2	eV
charge	0
spin multiplicity	2



DFT (ωB97M-V/def2-TZVPD) results for C50H47Br2N3O5PSiTa as an isolated structure at a distorted geometry.

Geometry (Å):
1 Ta -0.5286 -0.6712 -0.6956
2 C 2.0741 -0.5230 2.8904
3 C 0.6782 1.5752 3.6287
4 C 1.5518 2.7027 3.0351
5 C -0.5125 1.0878 2.7255
6 C -1.8226 1.7547 3.1711
7 O -2.0799 2.6963 2.1057
8 C -1.2496 2.4112 1.1032
9 N -0.3786 1.4765 1.2933
10 C -1.3853 3.3512 -0.0419
11 C -1.4677 4.6966 0.3272
12 C -1.6288 5.6812 -0.6290
13 C -1.7444 5.3327 -1.9671
14 C -1.6750 4.0038 -2.3419
15 C -1.4885 3.0019 -1.3894
16 P -1.3880 1.3040 -1.9881
17 C -3.0302 0.9105 -2.6711
18 C -4.1626 1.6218 -2.2934
19 C -5.4149 1.2311 -2.7476
20 C -5.5422 0.1194 -3.5654
21 C -4.4133 -0.6003 -3.9418
22 C -3.1639 -0.2116 -3.4914
23 C -0.3691 1.4680 -3.4957
24 C 1.0068 1.5946 -3.3262
25 C 1.8326 1.8487 -4.4085
26 C 1.2871 1.9811 -5.6761
27 C -0.0836 1.8557 -5.8568
28 C -0.9123 1.6037 -4.7743
29 H 2.8193 -1.2185 3.2747
30 H 1.9269 0.8863 1.4377
31 H 1.2037 -1.0996 2.5619
32 H 0.2136 2.0196 4.5076
33 H 1.1869 3.0097 2.0571
34 H 2.5890 2.4244 2.8941
35 H 1.5251 3.5739 3.6891
36 H -0.6004 0.0044 2.7280
37 H -1.7395 2.3251 4.0930
38 H -2.6571 1.0693 3.2356
39 H -1.3910 4.9661 1.3718
40 H -1.6711 6.7197 -0.3303
41 H -1.8902 6.0956 -2.7197
42 H -1.7725 3.7385 -3.3862
43 H -4.0766 2.4891 -1.6514
44 H -6.2902 1.7971 -2.4581
45 H -6.5189 -0.1840 -3.9195
46 H -4.5071 -1.4597 -4.5937
47 H -2.2858 -0.7701 -3.7973
48 H 1.4400 1.5011 -2.3394
49 H 2.9004 1.9389 -4.2615
50 H 1.9278 2.1834 -6.5239
51 H -0.5126 1.9594 -6.8445
52 H -1.9780 1.5159 -4.9338
53 Br -0.6977 -3.3202 -2.7195
54 C -2.5257 -3.4997 -2.2626
55 C -3.3176 -4.5389 -2.7739
56 C -4.6357 -4.5859 -2.4239
57 Br -5.6916 -5.9861 -3.1144
58 C -5.2072 -3.6225 -1.5463
59 C -6.5652 -3.6208 -1.1501
60 C -7.0070 -2.6831 -0.2651
61 C -6.0868 -1.7466 0.2459
62 N -4.8318 -1.6926 -0.1174
63 C -4.3839 -2.6034 -1.0126
64 C -3.0241 -2.5496 -1.4184
65 O -2.2138 -1.5700 -0.9890
66 H -2.8939 -5.2776 -3.4388
67 H -7.2365 -4.3688 -1.5482
68 H -8.0342 -2.6627 0.0701
69 H -6.3995 -1.0079 0.9790
70 O -3.2694 -0.0171 1.4176
71 C -3.8475 0.2387 0.4744
72 O 2.7042 -0.6955 -2.4158
73 C 2.6055 -0.7906 -1.2273
74 O 1.4427 -0.4090 -0.6024
75 C 3.6779 -1.3652 -0.3079
76 C 3.8785 -3.4198 1.3325
77 C 5.1724 -4.0269 0.8872
78 C 5.9710 -3.6309 -0.1040
79 C 5.8485 -2.5006 -1.0277
80 C 4.9204 -1.5461 -1.1313
81 H 4.0716 -2.7689 2.1890
82 H 5.4892 -4.8964 1.4528
83 H 6.8636 -4.2255 -0.2620
84 H 6.6633 -2.4324 -1.7398
85 H 5.0595 -0.8062 -1.9093
86 C 4.4852 1.5286 0.0602
87 Si 4.0742 -0.0241 0.9950
88 C 3.0821 -2.6748 0.2659
89 C 5.4157 -0.4733 2.2041
90 N 2.6154 0.3101 1.9054
91 C 1.4993 0.3490 4.2056
92 C 0.6442 -0.5633 4.9562
93 C 0.9771 -1.0725 6.1735
94 C 2.1843 -0.6756 6.7715
95 C 3.0474 0.2241 6.1465
96 C 2.6974 0.7388 4.9282
97 H 5.3150 1.3701 -0.6296
98 H 4.7694 2.3309 0.7444
99 H 3.6311 1.8802 -0.5268
100 H 2.9280 -3.3561 -0.5775
101 H 2.0972 -2.4514 0.6871
102 H 3.2420 -4.2216 1.7163
103 H 6.3066 -0.8102 1.6705
104 H 5.1584 -1.2471 2.9261
105 H 5.6870 0.4278 2.7614
106 H -0.2962 -0.8634 4.5087
107 H 0.3193 -1.7591 6.6877
108 H 2.4491 -1.0773 7.7426
109 H 3.9689 0.5202 6.6275
110 H 3.3721 1.4292 4.4381

Summary:
E_HOMO	-12.069	eV
lowest unoccupied orbital energy	-7.2	eV
E	-226109.5032	eV
Kohn-Sham gap	4.9	eV
charge	+2
spin multiplicity	1



DFT (ωB97M-V/def2-TZVPD) results for C50H47CaN10O2P2S as an isolated structure.

Geometry (Å):
1 Ca 0.5725 0.1954 0.0225
2 C -0.6045 2.5382 5.5185
3 C 0.4317 1.7814 4.9841
4 C 0.2670 1.0845 3.7960
5 C -0.9572 1.0888 3.1113
6 C -1.9832 1.8967 3.6412
7 C -1.8100 2.5984 4.8250
8 N -1.0962 0.3570 1.9311
9 C -2.2387 -0.3274 1.7148
10 C -3.1808 -0.6633 2.7420
11 C -4.3520 -1.3140 2.4723
12 C -4.7044 -1.6975 1.1597
13 C -3.8125 -1.4601 0.1560
14 C -2.5707 -0.8375 0.4165
15 N -1.6541 -0.6234 -0.5965
16 N -2.0065 -0.8815 -1.7754
17 C -1.0279 -0.6343 -2.7606
18 C -1.3913 -0.9783 -4.0616
19 C -0.4886 -0.7651 -5.0860
20 C 0.7474 -0.2082 -4.7861
21 C 1.0199 0.1078 -3.4682
22 N 0.1616 -0.0990 -2.4679
23 H -0.4827 3.0653 6.4562
24 H 1.3864 1.7346 5.4981
25 H 1.0858 0.5171 3.3751
26 H -2.9294 1.9598 3.1166
27 H -2.6270 3.1953 5.2141
28 H -2.9496 -0.3965 3.7635
29 H -5.0204 -1.5451 3.2935
30 H -5.6467 -2.1893 0.9631
31 H -4.0156 -1.7699 -0.8592
32 H -2.3699 -1.4032 -4.2331
33 H -0.7431 -1.0273 -6.1048
34 H 1.4871 -0.0222 -5.5526
35 H 1.9731 0.5475 -3.1903
36 N 2.6905 3.7297 -1.8941
37 C 3.9157 3.1753 -1.6013
38 C 3.6441 2.0417 -0.8997
39 N 2.2859 1.9000 -0.7479
40 C 1.7430 2.9416 -1.3391
41 C 0.3066 3.1633 -1.3501
42 N -0.5247 2.3972 -0.6817
43 C -1.7812 2.8913 -0.9266
44 C -1.6985 3.9678 -1.7580
45 N -0.3597 4.1179 -2.0388
46 H 2.5495 4.6440 -2.2876
47 H 4.8402 3.6385 -1.8968
48 H 4.3389 1.3365 -0.4739
49 H -2.6595 2.4349 -0.4986
50 H -2.4470 4.6207 -2.1718
51 H 0.0377 4.8722 -2.5697
52 O 2.3047 -0.3108 1.6268
53 P 2.9193 -1.5698 2.1526
54 C 3.7275 -2.4706 0.7908
55 P 2.4896 -2.9791 -0.4522
56 O 1.3589 -2.0046 -0.5275
57 C 1.9516 -4.6268 -0.0017
58 C 0.5850 -4.8533 0.1198
59 C 0.1270 -6.1137 0.4803
60 C 1.0296 -7.1401 0.7135
61 C 2.3974 -6.9153 0.5901
62 C 2.8595 -5.6601 0.2346
63 C 3.3871 -3.0565 -2.0087
64 C 3.4793 -4.2124 -2.7759
65 C 4.1238 -4.1771 -4.0062
66 C 4.6722 -2.9911 -4.4707
67 C 4.5754 -1.8307 -3.7102
68 C 3.9333 -1.8624 -2.4843
69 C 4.1731 -1.2774 3.4056
70 C 3.7551 -1.1326 4.7293
71 C 4.6756 -0.8163 5.7167
72 C 6.0146 -0.6484 5.3885
73 C 6.4355 -0.7919 4.0731
74 C 5.5163 -1.1022 3.0822
75 C 1.7525 -2.7335 2.8654
76 C 0.3925 -2.4453 2.8376
77 C -0.5207 -3.3737 3.3238
78 C -0.0736 -4.5849 3.8269
79 C 1.2876 -4.8744 3.8595
80 C 2.2010 -3.9499 3.3850
81 H 4.2758 -3.3406 1.1578
82 H 4.4440 -1.7949 0.3208
83 H -0.1087 -4.0396 -0.0567
84 H -0.9362 -6.2898 0.5814
85 H 0.6694 -8.1222 0.9926
86 H 3.0989 -7.7195 0.7701
87 H 3.9271 -5.4918 0.1317
88 H 3.0435 -5.1396 -2.4231
89 H 4.1930 -5.0786 -4.6010
90 H 5.1755 -2.9671 -5.4288
91 H 4.9998 -0.9038 -4.0749
92 H 3.8410 -0.9505 -1.9019
93 H 2.7112 -1.2739 4.9887
94 H 4.3494 -0.7069 6.7430
95 H 6.7330 -0.4078 6.1618
96 H 7.4794 -0.6627 3.8192
97 H 5.8557 -1.2072 2.0584
98 H 0.0412 -1.4937 2.4577
99 H -1.5777 -3.1386 3.3018
100 H -0.7844 -5.3111 4.2018
101 H 1.6340 -5.8188 4.2590
102 H 3.2622 -4.1750 3.4260
103 C 2.7178 4.5418 3.7055
104 N 1.2912 4.5815 3.4555
105 C 0.7441 4.7925 2.2523
106 N -0.6036 4.6525 2.1918
107 S 1.6249 5.2167 0.8900
108 H 2.8885 4.7235 4.7652
109 H 3.2085 5.3160 3.1234
110 H 3.1479 3.5755 3.4283
111 H 0.6953 4.1598 4.1537
112 H -1.0650 4.0695 2.8776
113 H -0.9869 4.6301 1.2617

Summary:
E_HOMO	-8.603	eV
lowest unoccupied orbital energy	-2.6	eV
E	-119464.5402	eV
Kohn-Sham gap	6.0	eV
charge	+1
spin multiplicity	1



> Which value of charge does entry 2 give?

0



> Which of these has the lowest E?

C50H47Br2N3O5PSiTa